Molecular formula: C42H28ClF12N3O12PReS2
Method: DFT, wB97M-V/def2-TZVPD

Net charge ... +1
Electronic energy ... -151265.922 eV
Multiplicity ... 4
Orbital gap (spin up / spin down) ... 7.265 / 6.281 eV
HOMO energy (spin up / spin down) ... -11.49 / -11.49 eV
E_LUMO (spin up / spin down) ... -4.22 / -5.21 eV
Relative energy (zero: lowest compared OMol25 entry of this formula, charge and spin) ... 0.000 eV

Each line ends with the Mulliken spin population.
CARTESIAN COORDINATES (ANGSTROEM)
Re1 0.079272 1.161480 0.107901  2.380
O1 5.677136 4.304134 -0.755591  0.000
C1 6.192378 3.124501 -0.432444  0.000
O2 7.372454 2.920401 -0.499976  0.000
C2 5.249870 2.040912 0.010582  0.000
C3 5.680757 0.808212 0.469356  0.001
Cl1 7.276497 0.308300 0.732918  0.000
N1 4.584905 0.046226 0.754967  -0.001
N2 3.464463 0.741713 0.522236  0.006
C4 3.835709 1.926969 0.084581  0.017
C5 2.767878 2.891318 -0.276053  0.007
O3 2.997542 4.033124 -0.618949  0.018
O4 1.520755 2.468731 -0.249978  0.126
C6 4.427495 -1.323477 1.183902  -0.009
C7 3.183746 -1.692153 1.690048  0.018
C8 2.970317 -2.990885 2.118074  -0.002
C9 3.977853 -3.941037 2.032415  0.000
C10 5.205239 -3.569635 1.512926  0.000
C11 5.441271 -2.267891 1.090076  0.000
H1 4.696847 4.304089 -0.723985  0.000
H2 2.402929 -0.954879 1.775261  0.008
H3 2.011449 -3.254361 2.548569  0.000
H4 3.810773 -4.953866 2.373040  0.000
H5 6.004304 -4.294056 1.432274  0.000
H6 6.405513 -2.024534 0.684451  0.000
O5 1.175931 -0.396366 -0.569564  0.116
C12 1.545040 -0.642351 -1.738740  0.003
C13 1.098065 0.019117 -2.909286  0.024
C14 1.627085 -0.419114 -4.140786  0.004
C15 1.151524 0.122751 -5.295906  0.009
C16 0.144676 1.095756 -5.291161  0.006
C17 -0.385191 1.531024 -4.102951  0.007
C18 0.082436 1.013101 -2.883317  0.013
O6 -0.461654 1.455863 -1.773422  0.010
N3 1.698635 -0.338962 -6.584978  -0.001
O7 2.587729 -1.160957 -6.543379  0.002
O8 1.260111 0.183612 -7.585636  0.001
H7 2.256864 -1.465619 -1.841593  -0.012
H8 2.395930 -1.180248 -4.176806  0.001
H9 -0.202681 1.489185 -6.236379  0.000
H10 -1.166841 2.277408 -4.078687  0.001
F1 -7.084945 0.618062 -3.709781  0.000
C19 -6.950248 1.269138 -2.543831  0.000
F2 -6.997516 2.581424 -2.802968  0.000
F3 -8.014142 0.961256 -1.789294  0.000
C20 -5.667284 0.873263 -1.855141  0.000
C21 -4.689971 1.811245 -1.577450  0.001
C22 -3.513526 1.414192 -0.954545  -0.051
C23 -3.324588 0.081775 -0.612768  -0.026
C24 -4.325563 -0.855511 -0.879948  -0.003
C25 -5.492008 -0.461694 -1.505617  0.001
P1 -1.839174 -0.436881 0.281240  0.096
C26 -1.251733 -1.949105 -0.520989  0.024
C27 -0.404716 -2.797893 0.195330  0.007
C28 0.245210 -3.832184 -0.449169  -0.002
C29 0.054019 -4.019695 -1.814617  -0.001
C30 -0.794494 -3.192756 -2.531258  -0.001
C31 -1.445306 -2.150133 -1.883255  -0.005
C32 0.786412 -5.148426 -2.497803  0.000
F4 0.267332 -6.336154 -2.161901  0.000
F5 0.736327 -5.040488 -3.830560  0.000
F6 2.080925 -5.159029 -2.137953  0.000
C33 -2.389734 -0.884717 1.938311  0.020
C34 -2.815534 -2.177764 2.247351  -0.006
C35 -3.273706 -2.459334 3.520805  0.000
C36 -3.308780 -1.452422 4.479265  -0.001
C37 -2.903647 -0.165190 4.173107  0.000
C38 -2.446750 0.119319 2.895155  0.019
C39 -3.762210 -1.802232 5.875111  0.000
F7 -4.873937 -2.551776 5.848302  0.000
F8 -2.819331 -2.511140 6.517037  0.000
F9 -4.018700 -0.713296 6.607621  0.000
H11 -4.844082 2.846440 -1.847880  0.001
H12 -2.749392 2.148213 -0.738771  0.014
H13 -4.195438 -1.894395 -0.601951  0.000
H14 -6.268085 -1.184848 -1.719572  0.000
H15 -0.228756 -2.630484 1.251268  0.000
H16 0.919592 -4.477414 0.098997  0.000
H17 -0.939212 -3.351060 -3.591156  0.000
H18 -2.088947 -1.490123 -2.451281  0.001
H19 -2.781392 -2.966793 1.507136  -0.001
H20 -3.603363 -3.458373 3.773371  0.000
H21 -2.927607 0.611234 4.924500  0.000
H22 -2.119234 1.124346 2.666971  -0.012
F10 3.043476 0.549518 3.787805  0.000
C40 1.844225 0.772372 4.305559  0.002
F11 1.967862 1.435607 5.444685  0.000
F12 1.234198 -0.386960 4.528244  0.001
S1 0.840813 1.806112 3.157894  -0.010
O9 -0.361990 2.135377 3.859104  0.008
O10 1.676457 2.866992 2.686830  0.009
O11 0.573740 0.776214 2.049706  0.077
C41 -1.366532 4.996651 1.996124  0.003
S2 -0.272127 4.244671 0.821310  0.026
C42 -0.829007 4.962871 -0.703371  -0.002
O12 -0.917040 2.798587 0.767079  0.057
H23 -2.401222 4.847107 1.693858  -0.001
H24 -1.113343 6.056265 2.041420  -0.001
H25 -1.162205 4.521992 2.954866  0.000
H26 -0.523473 6.009620 -0.703489  -0.001
H27 -1.909438 4.865533 -0.793600  0.002
H28 -0.306139 4.435306 -1.499407  0.000

Atoms 1-3, force components in eV/Å:
Re 0.37 0.34 0.22
O -0.14 -0.01 -0.04
C -0.01 -0.05 -0.06

***

Molecular formula: C42H29BaBrClF4N6OPS
Method: DFT, wB97M-V/def2-TZVPD

Electronic energy ... -169268.707 eV
Orbital gap ... 6.870 eV
HOMO energy ... -7.33 eV
E_LUMO ... -0.46 eV
Relative energy (zero: lowest compared OMol25 entry of this formula, charge and spin) ... 0.000 eV

Each line ends with the Mulliken charge.
CARTESIAN COORDINATES (ANGSTROEM)
Ba1 0.869464 1.122539 -1.027744  1.222
C1 1.492970 -3.547675 -2.869981  -1.649
C2 1.264767 -2.296263 -2.063830  -0.116
N1 0.816885 -1.202156 -2.587085  1.434
N2 0.611049 -1.241915 -3.933584  -1.387
C3 0.201993 -0.132279 -4.521889  0.369
N3 0.036468 -0.280837 -5.861674  -0.444
S1 -0.187878 1.437622 -3.897968  -0.443
C4 1.633971 -2.333644 -0.627768  0.818
C5 2.326164 -3.441851 -0.131215  -0.859
C6 2.718169 -3.485336 1.190829  -0.572
C7 2.402713 -2.425879 2.021508  -0.999
C8 1.711616 -1.366966 1.467697  -0.741
N4 1.330423 -1.314611 0.193190  1.024
H1 1.047913 -3.420671 -3.849305  0.432
H2 1.045506 -4.411583 -2.373005  0.329
H3 2.560570 -3.738611 -3.000411  0.301
H4 0.361101 -1.125159 -6.298853  0.220
H5 -0.145745 0.536595 -6.412778  0.215
H6 2.563047 -4.270029 -0.780814  0.493
H7 3.261170 -4.342584 1.567703  0.454
H8 2.687748 -2.414414 3.063529  0.461
H9 1.436731 -0.514509 2.083086  0.476
Cl1 8.055143 4.219182 -1.960810  -0.250
C9 6.608776 3.269369 -1.725862  -0.009
C10 6.563332 1.945065 -2.198574  -0.472
C11 5.436935 1.196478 -2.021939  -0.664
C12 4.274095 1.696540 -1.365292  -0.206
O1 3.228576 0.965156 -1.245206  -0.183
C13 4.345316 3.045476 -0.885173  0.636
C14 3.295491 3.748289 -0.192336  -0.668
N5 2.129690 3.345849 0.189058  0.325
C15 1.358143 4.239935 0.961976  -0.311
C16 1.916550 5.118182 1.864904  -0.381
C17 1.138051 6.011576 2.625190  -0.883
C18 -0.219936 6.028680 2.501713  -0.984
C19 -0.845648 5.123766 1.615936  1.401
C20 -2.249734 5.078484 1.458469  -0.688
C21 -2.815484 4.185588 0.599890  -0.870
C22 -1.970283 3.313672 -0.110217  -0.272
N6 -0.662956 3.317998 0.005550  0.018
C23 -0.070216 4.213107 0.852663  -0.062
C24 5.526756 3.796346 -1.095290  -0.896
H10 7.425329 1.532676 -2.706625  0.418
H11 5.382486 0.180124 -2.390608  0.413
H12 3.564618 4.789964 0.022276  0.482
H13 2.987089 5.100468 2.020340  0.599
H14 1.630591 6.682312 3.316395  0.403
H15 -0.827204 6.712702 3.079739  0.407
H16 -2.862229 5.764959 2.031030  0.433
H17 -3.885842 4.132808 0.459334  0.440
H18 -2.392051 2.590578 -0.802237  0.366
H19 5.567754 4.819259 -0.738761  0.399
F1 -7.559528 -1.674880 -1.679034  -0.293
C25 -6.315915 -1.607281 -1.218345  0.592
C26 -5.983552 -2.239148 -0.040810  0.188
F2 -6.910644 -2.924082 0.628117  -0.298
C27 -4.689459 -2.164288 0.433719  0.367
F3 -4.434277 -2.832943 1.562846  -0.353
C28 -3.689271 -1.457870 -0.214724  -0.531
P1 -1.935859 -1.340375 0.394596  0.995
C29 -2.079198 -0.849593 2.162631  0.236
C30 -1.738468 0.484462 2.393978  -0.593
C31 -1.772408 1.032723 3.668166  -0.558
C32 -2.135901 0.236424 4.743836  -0.590
C33 -2.466617 -1.096298 4.531985  -0.801
C34 -2.443506 -1.636406 3.255080  0.011
C35 -1.507817 -3.121870 0.403035  0.693
C36 -1.789201 -3.877131 -0.734888  -0.724
C37 -1.373522 -5.196365 -0.826086  -0.742
C38 -0.664730 -5.778715 0.214530  -0.629
C39 -0.364239 -5.029615 1.342845  -0.813
C40 -0.777801 -3.707639 1.435935  -0.594
C41 -4.045920 -0.839879 -1.433234  0.285
Br1 -2.797992 0.087902 -2.509806  -0.058
C42 -5.341950 -0.916165 -1.914049  0.194
F4 -5.690918 -0.330805 -3.059802  -0.338
H20 -1.452248 1.105192 1.557752  0.220
H21 -1.510195 2.072041 3.819638  0.527
H22 -2.158927 0.650750 5.743305  0.405
H23 -2.748726 -1.720554 5.369482  0.408
H24 -2.702903 -2.675132 3.118744  0.484
H25 -2.331647 -3.427811 -1.560680  0.414
H26 -1.601547 -5.771601 -1.714262  0.442
H27 -0.345117 -6.809864 0.144436  0.402
H28 0.198956 -5.469821 2.155183  0.463
H29 -0.518940 -3.127703 2.310679  0.610

Atoms 1-3, force components in eV/Å:
Ba -0.88 0.00 0.02
C -0.07 0.03 0.08
C -0.10 0.02 -0.31

***

Molecular formula: C42H29F5O10V
Method: DFT, wB97M-V/def2-TZVPD

Net charge ... -2
Electronic energy ... -103771.250 eV
Multiplicity ... 2
Orbital gap (spin up / spin down) ... 4.604 / 2.978 eV
HOMO energy (spin up / spin down) ... -1.67 / -1.67 eV
E_LUMO (spin up / spin down) ... 2.93 / 1.31 eV

Each line ends with the Mulliken spin population.
CARTESIAN COORDINATES (ANGSTROEM)
O1 -0.753541 -0.410807 -0.360717  -0.002
V1 -0.664891 -0.386367 1.195453  -0.003
O2 -1.116691 1.068863 1.549723  -0.001
C1 -3.077311 -3.071787 3.712253  0.093
C2 -2.110131 -2.660647 2.717473  -0.060
C3 -0.840161 -3.492957 2.568013  0.058
O3 0.047789 -3.086387 1.804863  0.108
C4 -0.749291 -4.798917 3.355693  0.338
C5 -1.679671 -5.148657 4.249973  0.094
C6 -2.899701 -4.193227 4.482613  -0.046
O4 -3.750121 -4.447227 5.401253  -0.006
O5 -1.500611 -6.249527 4.901023  0.436
O6 -2.182391 -1.608787 2.050703  -0.004
H1 -3.913331 -2.432187 3.953863  0.004
H2 0.094319 -5.404207 3.058473  -0.014
C7 2.973199 1.084983 1.067133  0.000
C8 3.044549 -0.230917 1.235843  -0.001
C9 4.256399 -1.056907 1.049913  0.000
O7 4.235329 -2.367367 1.301123  0.000
C10 5.402889 -0.539037 0.644103  0.000
C11 5.521799 0.916523 0.473273  0.000
C12 4.217199 1.803573 0.827623  0.000
O8 4.343609 3.024963 0.739293  0.000
O9 6.490799 1.592513 0.070523  0.000
O10 1.847769 -0.806547 1.244793  -0.001
H3 2.114999 1.726733 1.201473  0.000
H4 6.279229 -1.169917 0.623863  0.000
F1 -0.815221 -1.810137 -2.691777  0.000
C13 -1.057011 -3.083587 -2.911527  0.000
C14 -2.272471 -3.445467 -3.549897  0.000
C15 -2.446241 -4.727687 -4.105747  0.000
C16 -1.382891 -5.583757 -4.001677  0.000
C17 -0.267021 -5.317567 -3.353947  0.000
C18 -0.072771 -4.021487 -2.792657  0.000
H5 -3.024201 -2.673587 -3.624047  0.000
H6 -3.282211 -5.026367 -4.720847  0.000
H7 -1.551111 -6.535627 -4.483387  0.000
H8 0.494919 -6.069467 -3.210817  0.000
H9 0.885799 -3.700297 -2.412697  0.000
F2 -2.377241 4.622913 -3.248597  0.000
C19 -1.260341 4.709763 -2.472227  0.000
C20 -0.489021 5.877223 -2.506617  0.000
C21 0.595299 5.963573 -1.673777  0.000
C22 0.942999 4.888623 -0.895047  0.000
C23 0.181469 3.747203 -0.807867  0.000
C24 -0.898511 3.672243 -1.650687  0.000
H10 -0.717911 6.705033 -3.161397  0.000
H11 1.153159 6.876163 -1.823297  0.000
H12 1.864729 4.902603 -0.332347  0.000
H13 0.469319 3.029053 -0.054337  0.000
H14 -1.503291 2.787063 -1.519887  0.000
F3 0.599499 2.355503 -4.842957  0.000
C25 1.465679 1.655353 -4.096367  0.000
C26 1.004299 0.650613 -3.331117  0.000
C27 1.838959 -0.130547 -2.529017  0.000
C28 3.197739 0.187023 -2.572957  -0.001
C29 3.702629 1.171533 -3.413717  0.000
C30 2.852709 1.903083 -4.228687  0.000
H15 -0.068421 0.532473 -3.289627  0.000
H16 1.543029 -0.900557 -1.831947  0.001
H17 3.788859 -0.454167 -1.935887  0.000
H18 4.747439 1.424643 -3.310197  0.000
H19 3.282969 2.646863 -4.882947  0.000
F4 -3.807741 -0.118677 0.682163  -0.001
C31 -3.827241 0.618343 -0.484987  0.000
C32 -3.270211 0.102963 -1.621957  0.000
C33 -3.303331 0.792243 -2.849717  0.000
C34 -3.886411 2.054313 -2.855977  0.000
C35 -4.495471 2.615683 -1.744247  0.000
C36 -4.444771 1.865923 -0.550687  0.000
H20 -2.870121 -0.899867 -1.596187  -0.001
H21 -2.709491 0.384253 -3.654267  0.000
H22 -3.921841 2.672603 -3.740777  0.000
H23 -5.086791 3.512623 -1.854857  0.000
H24 -4.992571 2.251133 0.296623  0.000
F5 0.007229 -0.392797 3.365003  0.006
C37 0.429619 0.177583 4.483593  0.001
C38 -0.302181 0.032253 5.679373  -0.001
C39 0.112429 0.658363 6.814563  0.000
C40 1.308259 1.357003 6.780133  0.000
C41 1.971659 1.632723 5.574283  0.000
C42 1.530559 1.011793 4.388723  0.000
H25 -1.237751 -0.507237 5.671853  -0.001
H26 -0.344771 0.549403 7.786933  0.000
H27 1.580729 1.760823 7.744023  0.000
H28 2.859879 2.231523 5.436803  0.000
H29 1.942679 1.153033 3.400483  0.000

Atoms 1-3, force components in eV/Å:
O -0.10 -0.51 -0.31
V 1.88 -0.91 0.27
O -0.12 0.37 0.21